{"formula": "C3H6O2", "method": "ωB97M-V with the def2-TZVPD basis set", "e_above_lowest_kj_mol": 117.48, "smiles": "CCC(=O)O", "homo_energy_ev": -10.63, "homo_lumo_gap_ha": 0.421, "symbols": ["H", "C", "O", "O", "H", "H", "H", "H", "H", "C", "C"], "xyz": [[-2.10966, 0.23250, 0.20263], [0.25178, 0.01199, 0.43265], [1.43183, -1.51386, -0.76778], [0.67694, 0.21439, -1.98653], [1.72874, -1.77104, -1.71935], [0.00742, -0.84744, 1.07326], [0.92991, 0.70649, 0.89238], [-1.46481, 0.85816, 1.74332], [-1.10010, 1.68185, 0.34693], [-1.08541, 0.73179, 0.65798], [0.73337, -0.30483, -0.87551]], "nbo_charge": [0.205, -0.555, -0.706, -0.579, 0.496, 0.254, 0.254, 0.218, 0.200, -0.578, 0.790]}